P | The following is a DFT calculation (ωB97M-V/def2-TZVPD) of an isolated ion of composition C2H5O2 and charge +1.

```
9
Properties=species:S:1:pos:R:3:lowdin_charge:R:1
C -1.6305 0.3278 0.1211 0.13
C 0.8191 -0.3903 -0.0083 -0.13
O 1.9127 0.2630 0.1529 0.09
O -0.5080 0.6459 -0.1725 0.08
H -2.4187 1.0069 -0.1606 0.14
H -1.9770 -0.4963 0.6738 0.12
H 0.9372 -1.1271 -1.0621 0.23
H 0.5459 -0.9669 1.0248 0.20
H 2.3193 0.7370 -0.5691 0.15
```

charge: +1
orbital gap: 0.414 Ha
HOMO: -17.1 eV

Q | The following is a DFT calculation (ωB97M-V/def2-TZVPD) of a 2-piece molecular cluster, C2H5O2 overall.

```
9
Properties=species:S:1:pos:R:3:lowdin_charge:R:1
C -1.1188 -1.1323 -0.2645 0.23
C 0.5630 0.3045 0.4680 -0.22
O 1.3129 0.5296 1.5453 0.12
O -0.4958 -0.5333 0.6527 0.08
H -2.0331 -1.7000 -0.1497 0.14
H -0.6582 -1.3261 -1.2825 0.17
H -0.4738 1.8050 0.4107 0.27
H 1.0477 0.3148 -0.4369 0.12
H 1.9063 1.1860 1.3983 0.08
```

charge: +1
orbital gap (spin up / spin down): 0.266 / 0.280 Ha
HOMO (spin up / spin down): -14.6 / -14.8 eV

Bottom line: P, by a margin of 0.1026 hartree.

P | The following is a DFT calculation (ωB97M-V/def2-TZVPD) of a 2-piece molecular cluster, C6H11N2S overall.

```
20
Properties=species:S:1:pos:R:3:lowdin_charge:R:1
C 2.4319 -0.8824 -0.8306 -0.06
C 1.1579 -0.2744 -1.0127 -0.07
C 2.8125 -0.5736 0.4563 -0.10
C 0.7146 0.2807 0.1532 -0.32
C -2.0078 -0.9332 0.8655 -0.38
C -0.4603 0.9903 0.4311 -0.15
N 1.7975 0.1202 1.0444 0.06
N -1.2085 1.4875 -0.6221 0.12
S -3.3877 -0.6281 -0.1054 0.83
H 3.0460 -1.4546 -1.5607 0.12
H 0.7153 -0.2118 -2.0197 0.12
H 3.7752 -0.6098 0.9355 0.12
H -2.1999 -0.8096 1.8324 -0.03
H -1.2054 -1.5582 0.4908 0.05
H -0.5370 1.4326 1.4188 0.14
H 1.8417 0.2567 2.1331 0.22
H -2.2259 1.1015 -0.6469 0.06
H -0.5988 1.1413 -1.4480 0.19
H -1.2863 2.4741 -0.3367 0.19
H -3.1750 -1.3492 -1.1783 -0.11
```

charge: +1
orbital gap (spin up / spin down): 0.267 / 0.255 Ha
HOMO (spin up / spin down): -11.1 / -11.2 eV

Q | The following is a DFT calculation (ωB97M-V/def2-TZVPD) of C6H11N2S as an isolated structure.

```
20
Properties=species:S:1:pos:R:3:lowdin_charge:R:1
C 0.3248 0.9453 3.5670 -0.13
C -0.3806 0.1979 2.5903 -0.18
C 1.1361 1.8438 2.9230 -0.39
C 1.0609 -0.2884 -1.6405 -0.01
C -0.8614 -1.3266 -2.9623 0.00
C -0.3164 -0.8025 -1.6531 -0.30
N -0.1230 0.5084 1.3165 -0.35
N -1.1301 -0.4404 -0.6786 0.19
S 0.9508 1.7482 1.2821 1.06
H 0.4733 0.8254 4.6239 0.11
H -1.1727 -0.6483 2.7766 0.17
H 1.8462 2.5850 3.3385 0.10
H 0.8478 0.7119 -2.0727 0.14
H 1.3504 -0.1495 -0.5499 0.07
H 1.7453 -0.9415 -2.0605 0.08
H -0.0485 -1.2337 -3.7346 0.11
H -1.7369 -0.7455 -3.2885 0.10
H -1.1308 -2.3397 -3.0729 0.08
H -2.1846 -0.4847 -0.8587 0.18
H -0.6505 0.0348 0.1545 -0.04
```

charge: +1
orbital gap: 0.363 Ha
HOMO: -13.5 eV

Bottom line: Q, by a margin of 0.1063 hartree.

P | The following is a DFT calculation (ωB97M-V/def2-TZVPD) of one molecule with the formula C7H8N4O.

```
20
Properties=species:S:1:pos:R:3:lowdin_charge:R:1
C 2.9375 1.5817 0.0209 -0.12
C 2.9579 0.1113 -0.3170 -0.07
C 0.6498 1.4374 0.0738 -0.23
C 0.6516 0.0072 -0.0582 -0.36
C -0.5193 2.1879 0.0090 -0.06
C -2.6464 1.1339 0.3568 -0.25
C -0.3886 -2.0727 0.1452 -0.17
N 1.7993 2.1750 0.1324 0.08
N 1.8790 -0.5960 -0.1991 0.12
N -1.7063 1.6982 -0.2948 0.08
N -0.4191 -0.6486 0.1445 0.01
O -3.6446 0.7021 -0.3629 0.08
H 3.8564 2.1879 -0.1196 0.10
H 3.9797 -0.2366 -0.3922 0.10
H -0.4275 3.2439 -0.3431 0.14
H -2.7382 0.8297 1.4841 0.19
H -1.4880 -2.2513 -0.2107 0.08
H 0.4301 -2.4966 -0.6119 0.10
H -0.3157 -2.6915 1.0971 0.08
H -3.5153 0.5081 -1.2710 0.10
```

SMILES string: C\N=C1/N=CC=N/C1=C/N=C/O
orbital gap (spin up / spin down): 0.258 / 0.258 Ha
HOMO (spin up / spin down): -7.8 / -7.8 eV

Q | The following is a DFT calculation (ωB97M-V/def2-TZVPD) of C7H8N4O as an isolated structure.

```
20
Properties=species:S:1:pos:R:3:lowdin_charge:R:1
C -0.2909 2.6982 0.9960 -0.05
C -0.1114 1.4642 0.2663 -0.22
C -0.2137 0.0488 -1.3348 -0.29
C -0.4256 -0.5408 -2.7916 0.07
C 0.0980 0.0779 0.8275 -0.17
C 0.3589 -0.2853 2.1551 -0.04
C 0.4000 -2.0465 -0.0216 -0.45
H 0.5818 3.1726 1.3137 0.06
H -1.1996 2.9243 1.4622 0.07
H -0.4369 3.3528 0.0888 0.10
H -1.6238 -0.5702 -2.6155 0.15
H -0.1738 -1.3789 -2.7052 -0.10
H -0.0020 0.3351 -3.3943 0.12
H 0.6164 0.2436 2.8119 0.03
H 1.0184 -3.4457 1.6148 0.32
N -0.4512 1.2764 -1.0528 0.15
N 0.1262 -0.6320 -0.1899 0.09
N 0.6783 -1.4890 2.3086 0.08
N 0.6621 -2.2871 1.1858 0.06
O 0.3888 -2.9184 -0.9251 0.05
```

orbital gap: 0.308 Ha
HOMO: -7.9 eV

Bottom line: P, by a margin of 0.0980 hartree.

P | The following is a DFT calculation (ωB97M-V/def2-TZVPD) of one molecule with the formula C9H11N.

```
21
Properties=species:S:1:pos:R:3:lowdin_charge:R:1
C -3.0191 0.6048 -0.6284 -0.07
C -1.6380 0.3390 -0.9531 -0.04
C -3.0540 0.9995 0.6757 -0.13
C -0.9337 0.4989 0.1781 -0.32
C 2.7030 0.9981 -0.0866 -0.01
C 1.7688 -2.1745 -0.1316 -0.02
C 1.4482 0.7495 -0.4127 -0.21
C 0.6231 -1.5943 -0.0078 -0.08
C 0.4219 0.0873 0.4236 -0.21
N -1.8151 0.8121 1.1844 0.07
H -3.7683 0.5520 -1.3205 0.06
H -1.3211 -0.0305 -1.8709 0.09
H -3.8892 1.3240 1.2221 0.10
H 3.3574 1.3278 -0.9543 0.08
H 2.9977 0.9745 1.0096 0.09
H 1.6988 -3.1195 -0.5950 0.05
H 2.6517 -1.5406 -0.2246 0.06
H 1.3337 0.5901 -1.4294 0.09
H -0.3309 -2.1008 0.1063 0.10
H 0.5386 0.1290 1.5732 0.16
H -1.6837 0.8871 2.1541 0.14
```

SMILES string: C=CC(C=C)c1ccc[nH]1
orbital gap: 0.336 Ha
HOMO: -8.1 eV

Q | The following is a DFT calculation (ωB97M-V/def2-TZVPD) of one molecule with the formula C9H11N.

```
21
Properties=species:S:1:pos:R:3:lowdin_charge:R:1
C -2.6259 1.2632 -0.0384 -0.08
C -2.9013 -0.0737 -0.0030 -0.02
C -1.2459 1.4155 -0.0599 -0.06
C -1.6544 -0.7608 0.0993 -0.41
C -1.4155 -2.0628 0.3848 0.11
C 1.5344 -0.0130 1.2514 -0.05
C 0.7229 -0.0226 0.0288 -0.47
C 1.0378 -1.1290 -0.9814 -0.04
C 1.7216 1.0690 0.1851 -0.06
N -0.7007 0.2495 0.0786 -0.01
H -3.4454 2.1051 0.0657 0.14
H -3.8075 -0.5330 0.0707 0.08
H -0.7318 2.4222 0.1393 0.16
H -2.3343 -2.7129 0.2314 0.02
H 2.2625 -0.7774 1.3894 0.09
H 1.4660 -2.0305 -0.3967 0.10
H 1.7713 -0.7307 -1.7599 0.09
H 0.0043 -1.5118 -1.4895 0.12
H 1.1268 0.3972 2.2280 0.14
H 1.4789 2.0346 0.5297 0.08
H 2.5298 1.1670 -0.4184 0.07
```

orbital gap: 0.269 Ha
HOMO: -7.5 eV

Bottom line: P, by a margin of 0.0820 hartree.